(1)
An isolated ion of composition C10H17N2S and charge +1 at a distorted geometry. Source: the OMol25 dataset; level of theory: ωB97M-V with the def2-TZVPD basis set.

Last column: Mulliken charge in e.
Cartesian coordinates (Å):
C -0.113 -0.916 2.929  -1.4003
C -0.914 -0.904 1.560  0.0524
C -1.961 0.216 1.450  -0.9612
C -1.215 0.763 0.174  0.9581
C -0.443 2.089 0.370  -1.5189
C -2.089 0.811 -1.084  -1.7119
N -0.120 -0.333 0.381  0.2245
C 0.215 -1.459 -0.733  -0.9231
C 1.499 -1.089 -1.379  0.3450
N 2.120 0.011 -1.031  -0.3539
C 3.133 0.252 -1.895  -0.5954
C 3.234 -0.580 -2.900  -0.1356
S 2.015 -1.780 -2.877  -0.0771
H -0.729 -0.704 3.842  0.3989
H 0.675 -0.126 2.914  0.3335
H 0.396 -1.925 3.190  0.3250
H -1.407 -1.898 1.246  0.4356
H -2.928 0.013 1.094  0.3600
H -2.053 0.736 2.334  0.4195
H 0.261 1.985 -0.410  0.4609
H 0.118 2.335 1.351  0.2745
H -1.003 2.984 0.041  0.4131
H -1.458 1.119 -1.908  0.4482
H -2.788 1.748 -0.909  0.3988
H -2.704 -0.116 -1.314  0.4090
H 0.869 0.063 0.450  0.6868
H -0.597 -1.429 -1.353  0.4534
H 0.351 -2.365 -0.229  0.4886
H 3.721 1.155 -1.545  0.3716
H 3.917 -0.655 -3.760  0.4203

Results
net charge = +1
HOMO = -13.018 eV
HOMO-LUMO gap = 10.4 eV
ΔE to the lowest compared entry with this formula, charge and spin = 15.5 kJ/mol
E_LUMO = -2.61 eV

(2)
A single C10H17N3O6 molecule at a distorted geometry. Source: the OMol25 dataset; level of theory: ωB97M-V with the def2-TZVPD basis set.

Last column: Mulliken charge in e.
Cartesian coordinates (Å):
N 3.814 -1.236 -0.758  -0.3381
C 3.585 -1.068 0.542  0.5043
O 3.306 -1.825 1.429  -0.5784
C 3.518 0.365 0.886  -1.0367
C 2.130 0.941 0.740  -1.0602
C 1.410 0.932 -0.630  -0.3521
N 0.570 2.167 -0.691  -0.0886
C -0.601 2.313 -0.160  -0.3954
O -1.235 3.376 -0.217  -0.7464
C -1.366 1.210 0.470  1.0444
N -2.030 1.603 1.723  -0.7446
C -2.506 0.643 -0.344  -0.5418
C -3.227 -0.505 0.296  -0.7596
C -2.814 -1.871 -0.019  0.5669
O -2.073 -2.164 -0.865  -0.6439
O -3.405 -2.806 0.766  -0.4920
C 0.648 -0.247 -1.103  0.0492
O 0.091 -0.142 -2.056  -0.4085
O 0.599 -1.328 -0.258  -0.4399
H 3.896 -2.105 -1.142  0.2382
H 3.494 -0.565 -1.388  0.2264
H 4.301 0.965 0.210  0.2722
H 3.762 0.515 1.909  0.4660
H 1.990 1.865 1.274  0.6823
H 1.579 0.303 1.338  0.4065
H 2.104 1.157 -1.350  1.0247
H 1.054 2.944 -1.086  0.2643
H -0.773 0.379 0.742  0.0761
H -2.901 2.139 1.571  0.2894
H -1.573 2.293 2.296  0.2435
H -2.238 0.245 -1.409  0.2039
H -3.235 1.578 -0.565  0.4468
H -3.311 -0.500 1.355  0.4693
H -4.273 -0.560 -0.108  0.3251
H -3.107 -3.712 0.547  0.3769
H -0.167 -1.861 -0.584  0.4498

Results
net charge = 0
HOMO = -9.521 eV
HOMO-LUMO gap = 10.0 eV
ΔE to the lowest compared entry with this formula, charge and spin = 277.6 kJ/mol
E_LUMO = 0.46 eV

(3)
C10H17N4O6S2 as an isolated structure. Source: the OMol25 dataset; level of theory: ωB97M-V with the def2-TZVPD basis set.

Last column: Mulliken charge in e.
Cartesian coordinates (Å):
C 3.880 -1.983 -1.838  -1.1897
C 2.823 -1.333 -2.743  -0.3671
C 1.458 -1.158 -2.040  -0.4105
N 0.976 0.221 -2.174  -0.3932
S -0.557 0.485 -1.571  1.0642
O -0.693 -0.215 -0.301  -0.6918
O -0.658 1.922 -1.480  -0.6998
N -1.386 -0.225 -2.732  -0.5399
S -2.982 -0.287 -2.545  1.1020
O -3.569 -0.557 -3.834  -0.7006
O -3.552 0.799 -1.782  -0.6653
C -3.220 -1.765 -1.521  -0.4713
N -3.276 -2.977 -2.330  -0.5882
H 4.599 -2.552 -2.428  0.3414
H 3.413 -2.676 -1.140  0.3658
H 4.431 -1.234 -1.270  0.2775
H 3.155 -0.355 -3.087  0.3306
H 2.675 -1.974 -3.612  0.2876
H 1.551 -1.421 -0.983  0.3359
H 0.712 -1.794 -2.508  0.2088
H 1.579 0.892 -1.712  0.3015
H -4.175 -1.602 -1.022  0.4048
H -2.422 -1.763 -0.777  0.2803
H -2.341 -3.228 -2.626  0.2130
H -3.620 -3.736 -1.758  0.2170
C -1.703 2.551 3.206  -0.5569
C -1.317 2.228 4.502  -0.2986
C -0.012 1.851 4.765  -0.4084
C 0.887 1.806 3.714  0.2001
C 0.522 2.117 2.417  -0.4437
C -0.787 2.495 2.166  -0.2986
N 2.279 1.421 3.993  1.0284
O 2.569 1.131 5.139  -0.6294
O 3.066 1.417 3.070  -0.6141
H -2.725 2.843 3.003  0.3902
H -2.036 2.269 5.310  0.3590
H 0.302 1.597 5.765  0.4347
H 1.239 2.063 1.613  0.4486
H -1.086 2.728 1.152  0.3759

Results
net charge = -1
HOMO = -5.694 eV
HOMO-LUMO gap = 7.4 eV
E_LUMO = 1.74 eV

(4)
A 2-piece molecular cluster, C10H17NO overall at a distorted geometry. Source: the OMol25 dataset; level of theory: ωB97M-V with the def2-TZVPD basis set.

Last column: Mulliken charge in e.
Cartesian coordinates (Å):
C -1.519 4.394 -0.880  -1.4696
C -2.222 3.034 -0.772  0.6027
N -3.423 3.009 -1.629  -0.7265
C -1.377 1.876 -1.222  -0.3479
C -1.544 0.580 -0.577  -0.3007
O -0.409 1.422 -0.315  -0.3859
H -2.125 5.186 -0.451  0.3909
H -0.542 4.397 -0.394  0.3075
H -1.317 4.586 -1.958  0.3678
H -2.461 2.857 0.294  0.2087
H -3.963 2.171 -1.453  0.2347
H -4.051 3.771 -1.384  0.2611
H -1.006 1.925 -2.265  0.3379
H -2.194 0.471 0.307  0.2270
H -1.363 -0.344 -1.163  0.2609
C 2.496 -5.949 0.631  0.0397
C 2.338 -5.001 1.365  -0.3986
C 2.309 -3.810 2.205  -0.7296
C 2.527 -2.567 1.401  -0.2362
C 1.579 -1.755 0.992  0.0606
C 1.791 -0.608 0.025  -1.0911
H 2.406 -6.707 -0.126  0.4106
H 1.328 -3.755 2.713  0.2675
H 3.081 -3.870 2.971  0.3161
H 3.539 -2.417 1.040  0.2997
H 0.545 -1.910 1.321  0.2455
H 2.864 -0.448 -0.169  0.3311
H 1.346 0.289 0.445  0.2911
H 1.364 -0.827 -0.952  0.2251

Results
net charge = 0
HOMO = -9.335 eV
HOMO-LUMO gap = 10.2 eV
ΔE to the lowest compared entry with this formula, charge and spin = 301.9 kJ/mol
E_LUMO = 0.91 eV